Formula: C27H45F3N5O3
Source: the Open Molecules 2025 dataset
Level of theory: ωB97M-V/def2-TZVPD

Properties
HOMO energy in eV: -9.65
LUMO in eV: -2.23
E_tot in a.u.: -1854.6966
Total charge: +1

Atoms and positions in Å:
1 H 2.7930 -2.2099 8.7462
2 C 1.7485 2.8415 -4.4926
3 F 2.4744 1.6932 -0.5191
4 H -1.6898 3.0450 -5.2129
5 H -1.1935 5.5389 -5.2083
6 C 0.3567 -1.7502 4.1062
7 H -0.5713 2.0306 -6.1089
8 C 0.6816 3.8279 -7.4897
9 N -0.4820 4.0823 -6.5598
10 C -1.4816 -0.9485 2.8418
11 N 1.2086 -2.6869 4.4972
12 C 2.2744 -2.4772 5.4365
13 H -0.1470 1.4306 4.2496
14 C 3.5650 -2.3389 4.9670
15 N -1.4201 1.4107 2.1520
16 H -0.3027 -0.7785 0.6202
17 H -2.9997 -7.0964 2.9849
18 O -2.1479 -0.1182 4.9831
19 H 0.0163 3.8683 -3.7261
20 H -0.3140 6.1763 -6.6218
21 C -0.6588 2.9629 -5.5533
22 O -3.7365 -0.8244 3.5404
23 H -3.4299 -3.3210 2.9656
24 N 0.5392 -0.4822 4.6067
25 H -2.7947 -3.8375 5.0989
26 C 1.3581 0.9408 -0.5427
27 H -3.3746 -5.7836 4.1177
28 H -1.1915 4.2925 -9.5870
29 H -0.1094 2.1424 -3.7110
30 H 1.9554 0.6867 -4.4868
31 C 3.0262 -2.2396 7.6917
32 H 1.2807 0.9961 3.3300
33 H -1.1479 -4.1152 5.6191
34 H 5.1323 -1.9760 7.9404
35 H 0.5829 5.4054 -5.2995
36 H -1.7860 1.8196 3.0033
37 H 2.1648 3.6935 -5.0382
38 H -0.6273 -4.1842 3.3972
39 H 2.1910 2.8965 -3.4974
40 H -3.3715 -5.2702 1.4760
41 C -2.5582 -5.1361 2.1877
42 H 0.9684 4.7931 -7.9062
43 C -1.3509 -3.3806 3.5655
44 C 0.2743 -0.1329 1.2839
45 H 1.1626 -0.6738 1.6121
46 C 0.1238 2.9114 -8.5576
47 C 0.2353 2.9792 -4.3208
48 H 0.0447 1.8893 -8.1859
49 F 1.7180 -0.3187 -0.8611
50 H -0.0917 -0.3543 5.3979
51 H -2.2975 -3.1110 1.6393
52 H -1.6394 -5.3825 1.6441
53 H 3.7690 -2.3699 3.9055
54 H -1.7137 -6.2758 3.8244
55 H 0.9729 -2.5410 7.1286
56 H -2.0003 5.1515 -7.5947
57 H 1.5128 3.4121 -6.9332
58 H 1.0897 -3.6182 4.1301
59 H 5.6163 -2.0561 5.5393
60 C 4.3274 -2.1088 7.2322
61 C 0.3118 0.6338 3.6752
62 C 2.1738 1.5278 -5.1453
63 C 1.9934 -2.4268 6.7898
64 N -0.6309 -2.0886 3.2543
65 C -0.3416 5.3942 -5.8684
66 H -2.2231 1.1124 1.6084
67 C -2.6837 -6.1206 3.3476
68 C -1.6973 4.1139 -7.4914
69 H 3.2443 1.5225 -5.3462
70 C -0.5911 0.2603 2.5008
71 H 0.7596 2.8890 -9.4392
72 C 4.5945 -2.1590 5.8750
73 H -1.9669 2.7712 -9.1956
74 C -1.7815 -3.4456 5.0420
75 C -2.4731 -3.6536 2.5657
76 H -2.0013 -1.1898 1.9192
77 H -1.8318 -2.4528 5.4869
78 H -2.5019 3.5623 -7.0163
79 C -1.2580 3.5106 -8.8320
80 F 0.6059 1.4127 -1.5853
81 C -2.5804 -0.5884 3.9077
82 H 1.6637 1.3416 -6.0945
83 O 0.6806 1.0527 0.5939

Forces on the atoms, in the same order (eV/Å):
H 0.11 0.04 0.07
C 0.00 -0.11 -0.08
F -0.33 -0.23 -0.04
H -0.01 -0.01 -0.01
H 0.00 0.02 0.02
C -0.29 -0.51 -0.32
H 0.02 0.01 -0.04
C 0.10 -0.14 -0.03
N -0.16 0.14 -0.13
C 0.20 0.37 0.18
N -0.07 -0.05 0.20
C -0.12 0.11 0.01
H -0.05 0.01 0.06
C 0.17 -0.04 -0.07
N 0.13 -0.07 0.04
H 0.03 0.07 -0.15
H -0.10 -0.04 0.03
O 0.12 0.04 0.25
H -0.03 -0.01 0.01
H -0.02 0.02 0.00
C -0.02 -0.13 0.17
O 0.11 0.07 0.06
H 0.04 0.24 0.01
N 0.76 0.33 -0.25
H 0.00 -0.04 0.02
C -0.09 0.14 -0.10
H -0.17 -0.05 -0.05
H 0.04 0.01 0.01
H -0.08 -0.03 -0.05
H -0.04 -0.01 -0.01
C -0.14 -0.04 0.00
H 0.00 0.01 -0.11
H 0.12 0.12 0.12
H 0.06 0.03 0.00
H -0.01 0.00 0.03
H -0.13 -0.07 0.04
H -0.01 0.02 0.02
H 0.12 0.06 -0.12
H -0.01 0.02 0.02
H -0.13 0.04 0.05
C 0.39 0.00 0.01
H 0.00 0.01 -0.01
C 0.46 -0.35 -0.35
C -0.27 -0.28 0.15
H 0.01 -0.09 -0.05
C -0.08 0.03 0.00
C 0.17 0.17 0.05
H 0.02 -0.01 -0.02
F -0.08 0.32 0.04
H -0.23 -0.15 -0.05
H -0.01 0.08 -0.01
H -0.04 -0.08 -0.12
H -0.04 -0.01 -0.05
H -0.01 0.05 0.12
H -0.06 0.01 0.02
H -0.04 0.01 0.04
H 0.00 0.06 0.05
H -0.06 -0.03 0.02
H 0.01 0.00 -0.13
C -0.05 -0.02 0.20
C -0.07 0.01 0.10
C 0.01 0.07 0.02
C -0.07 -0.07 -0.03
N -0.31 0.54 0.72
C 0.08 -0.05 0.01
H -0.04 0.03 -0.04
C 0.17 0.02 -0.04
C 0.02 -0.02 -0.14
H 0.01 -0.02 0.01
C -0.16 0.28 -0.26
H 0.02 0.02 0.00
C 0.17 0.02 0.09
H -0.03 0.00 0.04
C -0.41 0.00 -0.22
C -0.23 -0.32 -0.07
H -0.01 -0.34 0.05
H 0.12 0.03 0.09
H 0.00 0.00 0.04
C 0.03 -0.03 0.01
F 0.33 -0.23 0.22
C -0.22 -0.12 -0.26
H 0.01 0.00 -0.01
O 0.40 0.12 -0.09

Formula: C31H31N13O3S3Ti
Source: the Open Molecules 2025 dataset
Level of theory: ωB97M-V/def2-TZVPD

Properties
HOMO energy (spin up / spin down) in eV: -5.30 / -5.60
LUMO (spin up / spin down) in eV: 0.19 / 0.14
Energy above the lowest of the compared OMol25 structures with the same formula, charge and spin in kJ/mol: 0.00
E_tot in a.u.: -4181.6758

Atoms and positions in Å:
1 C -2.1268 5.4494 -1.9513
2 C 0.2734 1.9138 2.2863
3 H -2.0682 -3.2654 -0.1846
4 Ti -0.5038 -0.3147 0.0485
5 C -3.0992 0.5592 -0.3137
6 N -1.0410 -1.4784 -1.8566
7 N -2.6728 -0.2300 0.6535
8 C 3.9702 1.5579 -3.6449
9 C 2.3189 2.3024 -2.1745
10 N -0.4390 -2.5054 0.7942
11 N 1.6925 1.6512 -3.1673
12 C 1.0421 0.6590 2.5747
13 H 4.5347 0.6606 -3.3756
14 H 4.5743 2.1485 -4.3350
15 N 3.6446 2.3334 -2.4551
16 C 0.6401 -2.7567 1.5349
17 H 2.3955 1.7500 -5.1565
18 C 1.3402 -1.5454 -2.1345
19 C 0.0112 -1.8764 -2.6212
20 H 4.6459 -0.4781 -0.8018
21 O -1.2494 1.4064 -3.3914
22 H 2.4871 0.1465 -4.4176
23 H 4.1984 3.2675 -0.7037
24 N -1.6768 -2.4113 -3.6889
25 C -1.8332 4.1147 -2.1340
26 H 1.3869 -1.7213 3.1997
27 H 1.9504 -4.2187 2.3932
28 N 1.3110 -0.7496 -1.0409
29 N -2.1171 1.0128 -1.1273
30 S 1.5560 2.9641 -0.8365
31 O 1.8750 0.6365 3.4840
32 H 2.5568 0.2909 0.2582
33 H -1.3294 6.1425 -1.7024
34 N -3.7246 7.2667 -1.9483
35 H 5.3636 3.4462 -2.0388
36 S -4.8066 0.8347 -0.2623
37 H -4.9383 2.9656 -2.8624
38 H -1.7964 4.9800 1.4711
39 H 5.2446 1.9061 -1.1673
40 C -3.4412 5.9153 -2.0878
41 H 2.4159 -1.5978 1.8072
42 H 1.3148 3.0488 3.7450
43 N -0.3315 -2.4516 -3.7501
44 N 0.6950 -0.3503 1.7745
45 C -4.1561 3.6666 -2.6002
46 C 0.2766 -5.1130 1.3813
47 H -0.8153 3.7598 -2.0017
48 H 0.5649 -6.1343 1.6013
49 H 0.6829 1.5561 -3.1719
50 H -3.4711 -1.2631 2.3290
51 C 1.3637 -1.5806 2.1152
52 C -1.1912 -3.5301 0.3901
53 C 4.6722 2.7620 -1.5418
54 O -3.6412 0.8542 -3.1260
55 H -4.6790 7.5042 -1.7383
56 H -5.8486 -0.3131 1.6709
57 H 2.4668 -2.6096 -3.6046
58 C -0.2081 4.2028 2.7118
59 C -2.8505 3.2220 -2.4614
60 C -4.9106 -0.1348 1.1696
61 C -4.4500 5.0074 -2.4190
62 S -2.4603 1.5155 -2.6105
63 H -3.1305 -1.6147 -2.3327
64 C 0.5354 3.0723 2.9963
65 C -0.8845 -4.8452 0.6704
66 C -3.6909 -0.6212 1.4885
67 H -5.4692 5.3552 -2.5430
68 C 1.0463 -4.0594 1.8177
69 C 2.5344 -0.3735 -0.5917
70 C 2.5181 -1.9653 -2.7329
71 C -1.3724 2.9268 1.0706
72 C -2.0975 -1.8211 -2.5672
73 N 3.7104 -1.5992 -2.2789
74 H -2.1108 2.8478 0.2870
75 C 2.5869 1.2154 -4.2251
76 H -1.5352 -5.6391 0.3294
77 H -2.2284 -2.7366 -4.4648
78 H -0.0266 5.1308 3.2405
79 C -1.1870 4.1262 1.7354
80 H -3.0554 7.8120 -1.4322
81 C 3.6916 -0.8017 -1.2050
82 N -0.6580 1.8320 1.3343

Forces on the atoms, in the same order (eV/Å):
C -0.02 0.06 0.01
C -0.08 0.09 0.00
H -0.05 -0.05 -0.01
Ti -0.36 0.10 0.10
C 0.45 -0.23 0.02
N -0.19 0.09 0.27
N -0.16 -0.34 0.24
C -0.03 0.04 0.04
C 0.05 0.04 -0.21
N 0.16 0.45 -0.13
N -0.05 -0.01 0.12
C 0.00 0.27 0.11
H -0.01 0.00 0.00
H 0.02 0.02 -0.01
N 0.00 0.01 0.10
C 0.13 -0.13 0.14
H -0.04 0.05 -0.01
C -0.30 -0.32 -0.36
C 0.47 0.14 0.22
H 0.00 -0.04 -0.07
O 0.06 -0.04 0.12
H -0.03 0.02 -0.01
H 0.00 0.01 -0.01
N -0.19 0.03 0.03
C 0.02 -0.02 0.00
H 0.06 0.09 0.09
H -0.05 0.00 -0.01
N -0.34 0.51 0.65
N -0.07 -0.07 -0.31
S 0.10 0.00 -0.01
O -0.07 -0.05 -0.11
H 0.03 0.02 0.01
H -0.05 -0.02 -0.01
N 0.01 -0.06 -0.03
H -0.02 0.00 0.00
S -0.14 0.12 -0.09
H 0.04 -0.01 0.01
H 0.00 0.00 0.00
H -0.02 0.01 -0.01
C 0.01 0.02 -0.01
H 0.03 0.01 -0.06
H -0.01 0.00 -0.02
N -0.03 -0.04 -0.14
N 0.15 -0.43 -0.12
C -0.04 0.02 -0.03
C -0.01 -0.23 0.00
H -0.02 0.00 -0.01
H -0.01 0.05 -0.02
H -0.01 0.00 -0.08
H 0.01 0.01 -0.02
C -0.01 -0.25 0.00
C -0.09 -0.13 -0.09
C -0.02 -0.02 -0.05
O -0.02 -0.03 0.06
H -0.02 -0.01 0.00
H 0.04 0.04 -0.07
H 0.06 0.02 0.03
C 0.01 0.06 0.05
C 0.07 0.03 0.09
C 0.11 -0.12 0.04
C 0.01 0.01 0.01
S -0.02 0.11 -0.23
H 0.05 -0.05 -0.03
C 0.01 0.02 0.04
C -0.13 -0.01 -0.07
C 0.00 0.13 -0.01
H 0.03 0.02 0.01
C 0.05 0.19 0.08
C 0.34 -0.13 -0.13
C 0.02 0.14 0.18
C 0.01 -0.08 0.03
C 0.03 -0.04 -0.14
N 0.05 -0.27 -0.37
H 0.01 0.00 0.00
C 0.03 -0.04 0.01
H 0.02 0.03 0.00
H 0.02 0.01 0.02
H 0.00 -0.02 -0.01
C -0.02 0.00 -0.02
H 0.02 0.00 0.01
C -0.30 0.22 0.42
N 0.22 0.00 -0.25

Formula: C25H32BF4MnN4OP
Source: the Open Molecules 2025 dataset
Level of theory: ωB97M-V/def2-TZVPD

Properties
HOMO energy (spin up / spin down) in eV: -6.23 / -7.40
<S²>: 8.77
LUMO (spin up / spin down) in eV: 0.33 / 0.32
Energy above the lowest of the compared OMol25 structures with the same formula, charge and spin in kJ/mol: 15.89
Spin multiplicity: 6
E_tot in a.u.: -3183.0624

Atoms and positions in Å:
1 H 3.6426 -3.3493 -3.6648
2 H -1.3700 -3.6238 -2.1584
3 C -0.0754 -0.7733 3.1218
4 H -3.4179 -4.9694 -2.1109
5 C -2.0178 0.5281 -3.5850
6 H 2.2322 3.3435 2.4983
7 C 2.0701 1.7894 3.7940
8 C 3.0403 -0.7402 1.0474
9 H 3.7912 -0.2316 1.6555
10 C -2.3010 -3.1570 -1.8559
11 H -3.6215 -0.1713 -0.9736
12 C -3.5656 -1.2332 -1.1935
13 C 0.4925 -1.6088 -2.1868
14 H 0.8334 -0.1129 -3.6984
15 F -0.9048 5.5350 2.9946
16 C -2.3342 -1.8060 -1.5287
17 H -1.5297 2.1154 2.5108
18 B -0.1613 4.3947 3.1970
19 C -1.2469 0.6627 -2.4257
20 H 1.2312 -1.8329 1.2765
21 C 2.7666 -2.8637 -3.2524
22 H 0.0356 -1.4366 3.9914
23 N 2.4712 0.2280 0.1063
24 Mn 0.7003 1.6637 1.0235
25 H 1.6664 -0.0989 4.7203
26 H -1.9102 0.7688 1.6495
27 H 1.1096 2.1971 4.0967
28 H 3.0579 -0.1020 3.6554
29 C -1.0139 0.3660 3.4526
30 H 3.5456 -1.5692 0.5455
31 H -1.8460 3.6852 -4.7740
32 C -0.6657 1.8892 -2.1372
33 H 3.1896 0.8086 -0.3105
34 C -4.7259 -1.9914 -1.1777
35 C -2.2522 1.6038 -4.4237
36 H 2.8259 -1.2154 -4.6253
37 P -0.8587 -0.7366 -1.3277
38 H -5.5794 -3.9439 -1.4716
39 N 1.2223 -0.2786 2.6565
40 C 0.9810 -2.7993 -1.6404
41 C 2.0962 -3.4303 -2.1737
42 F -0.7774 3.5135 4.1283
43 H -2.8674 1.4864 -5.3068
44 C 2.0357 0.2719 3.7572
45 H -1.9494 -0.0494 3.8333
46 H 2.0192 -0.2641 -0.6595
47 H -0.4172 3.9201 -2.7608
48 N 2.3702 2.3354 2.4583
49 H 2.4460 -4.3597 -1.7410
50 H 2.7955 2.1050 4.5471
51 O 1.0773 2.8458 -0.7226
52 C 2.3084 -1.6681 -3.7886
53 C -1.6790 2.8353 -4.1222
54 H 3.3416 2.1784 2.2140
55 C -4.6773 -3.3459 -1.4934
56 H -2.4460 -0.4385 -3.8231
57 C -3.4647 -3.9213 -1.8405
58 H 0.4907 -3.2405 -0.7772
59 H -5.6697 -1.5240 -0.9243
60 C 1.1800 -1.0437 -3.2633
61 F -0.0748 3.6558 1.9564
62 H -0.5170 -1.3585 2.3109
63 C -0.8791 2.9694 -3.0026
64 H 2.3826 -2.0652 2.5993
65 N -1.2078 1.1897 2.2496
66 F 1.1609 4.6805 3.6055
67 C 0.0763 2.0986 -0.8875
68 H -0.6086 1.0056 4.2344
69 C 1.9476 -1.3162 1.9218

Forces on the atoms, in the same order (eV/Å):
H -0.03 0.02 0.01
H -0.07 0.03 0.05
C 0.09 0.00 -0.04
H 0.00 0.02 0.02
C -0.07 -0.20 0.04
H 0.03 0.03 0.03
C 0.01 0.05 -0.16
C 0.08 0.10 -0.11
H -0.01 0.01 0.00
C 0.00 -0.09 -0.14
H 0.02 -0.04 0.07
C -0.05 0.00 -0.02
C 0.13 0.12 -0.20
H 0.02 -0.05 0.03
F 0.13 -0.22 0.11
C -0.03 -0.03 -0.07
H -0.03 0.03 0.01
B -0.04 0.10 0.17
C -0.06 -0.43 -0.28
H 0.01 0.03 0.01
C -0.05 0.05 0.03
H 0.01 -0.03 0.00
N -0.12 -0.07 -0.03
Mn 0.22 -0.66 1.27
H 0.02 -0.02 0.01
H 0.08 0.04 -0.07
H -0.02 0.02 0.00
H -0.01 -0.01 0.00
C -0.09 0.10 -0.11
H 0.08 -0.02 -0.04
H 0.00 -0.03 0.03
C 0.45 1.15 -0.55
H -0.03 0.04 -0.01
C 0.07 -0.04 -0.05
C 0.10 -0.03 0.16
H 0.00 0.00 0.02
P -0.27 -0.08 0.53
H 0.01 0.02 -0.02
N 0.03 -0.17 0.05
C 0.10 -0.10 0.11
C -0.04 0.07 -0.03
F 0.14 0.20 -0.18
H 0.01 -0.02 0.03
C -0.02 -0.09 -0.05
H -0.07 0.01 0.02
H 0.02 0.01 -0.03
H -0.01 -0.03 -0.01
N -0.04 0.16 0.13
H 0.00 0.02 -0.01
H 0.04 0.04 0.04
O -0.59 0.09 -1.54
C -0.05 0.00 0.05
C 0.08 0.15 -0.02
H 0.00 -0.05 -0.02
C 0.05 0.05 0.02
H -0.01 0.00 0.00
C 0.02 0.06 0.01
H 0.00 0.04 -0.04
H 0.03 -0.02 0.00
C 0.02 -0.12 -0.06
F 0.07 0.17 -0.14
H 0.00 -0.01 0.00
C -0.05 0.13 -0.03
H -0.03 -0.04 0.01
N -0.12 -0.18 0.17
F -0.31 -0.07 -0.07
C 0.30 -0.26 0.84
H 0.00 0.00 0.02
C -0.12 0.03 0.03